1.
Molecular formula: C3H5NO2S2
Method: DFT, the ωB97M-V functional and the def2-TZVPD basis

ORCA input file:
```
! wB97M-V def2-TZVPD RIJCOSX def2/J DEFGRID3
* xyz 0 1
C 1.724 -1.019 0.446
C -0.095 1.279 -0.389
C -1.894 -0.271 -0.528
H 1.733 -1.991 0.873
H 0.127 -0.610 1.755
H -0.009 2.415 -0.457
H 0.384 0.775 -1.266
H -1.209 -0.952 -1.030
N 0.704 -0.318 0.973
O 0.607 1.044 0.773
O -1.494 0.979 -0.319
S 2.786 -0.528 -0.706
S -3.365 -0.803 -0.124
*
```

Computed properties:
orbital gap	9.06	eV
molar mass	151.212	g/mol
SMILES	S=CNOCOC=S
energy relative to the best compared isomer or geometry (same formula, charge and spin)	80.1	kcal/mol

2.
Molecular formula: C6H4O
Method: DFT, the ωB97M-V functional and the def2-TZVPD basis

ORCA input file:
```
! wB97M-V def2-TZVPD RIJCOSX def2/J DEFGRID3
* xyz 0 1
C 3.018 -0.060 0.123
C 1.833 0.008 -0.018
C 0.362 0.045 -0.126
C -0.600 1.118 -0.096
C -1.810 0.334 0.092
C -1.412 -0.882 -0.020
H 4.030 -0.452 -0.063
H -0.314 2.224 -0.291
H -2.970 0.569 0.321
H -2.021 -1.769 0.233
O -0.115 -1.135 -0.157
*
```

Computed properties:
orbital gap	9.56	eV
molar mass	92.097	g/mol
energy relative to the best compared isomer or geometry (same formula, charge and spin)	57.8	kcal/mol

3.
Molecular formula: CH8NS
Method: DFT, the ωB97M-V functional and the def2-TZVPD basis

ORCA input file:
```
! wB97M-V def2-TZVPD RIJCOSX def2/J DEFGRID3
* xyz 1 1
S 1.787 -0.100 -0.195
H 1.760 -1.443 -0.167
H 1.010 -0.259 -1.280
C -1.946 0.060 -0.489
N -1.397 0.281 0.883
H -1.665 -0.905 -0.858
H -3.019 0.067 -0.450
H -1.453 0.820 -1.055
H -0.371 0.096 0.916
H -1.839 -0.323 1.571
H -1.563 1.229 1.196
*
```

Computed properties:
orbital gap	10.62	eV
molar mass	66.149	g/mol
energy relative to the best compared isomer or geometry (same formula, charge and spin)	4.4	kcal/mol

4.
Molecular formula: C5H11NO
Method: DFT, the ωB97M-V functional and the def2-TZVPD basis

ORCA input file:
```
! wB97M-V def2-TZVPD RIJCOSX def2/J DEFGRID3
* xyz 0 1
C 1.083 -0.467 1.200
C -0.209 -1.074 0.913
C -1.092 -0.540 -0.230
C -2.452 -0.889 -0.408
C -0.136 0.190 -2.155
N -0.586 0.612 -1.017
H 1.709 -0.566 2.076
H 1.730 -0.500 0.254
H 0.960 0.571 1.151
H -0.733 -1.186 1.924
H 0.033 -2.038 0.536
H -2.885 -1.878 -0.190
H -3.259 -0.191 -0.501
H 0.844 0.601 -2.583
H -0.544 -0.822 -2.594
H 2.396 2.168 0.663
H 1.225 3.029 0.165
O 1.916 2.980 0.797
*
```

Computed properties:
orbital gap	9.07	eV
molar mass	101.149	g/mol
SMILES	C=NC(=C)CC.O
energy relative to the best compared isomer or geometry (same formula, charge and spin)	110.3	kcal/mol

5.
Molecular formula: C5H11NO
Method: DFT, the ωB97M-V functional and the def2-TZVPD basis

ORCA input file:
```
! wB97M-V def2-TZVPD RIJCOSX def2/J DEFGRID3
* xyz 0 1
C 0.461 1.986 1.203
C 1.146 0.666 0.920
N 0.121 -0.295 0.534
C 0.571 -1.591 0.074
C -0.023 -0.610 -0.875
C -1.371 -0.810 -1.557
O -2.476 -0.921 -0.697
H 1.153 2.743 1.581
H -0.324 1.809 1.944
H -0.013 2.359 0.288
H 1.937 0.777 0.154
H 1.634 0.279 1.824
H 1.636 -1.799 -0.043
H 0.000 -2.404 0.517
H 0.677 -0.067 -1.518
H -1.519 -0.015 -2.306
H -1.308 -1.754 -2.110
H -2.302 -0.354 0.065
*
```

Computed properties:
orbital gap	10.50	eV
molar mass	101.149	g/mol
SMILES	CCN1C[C@H]1CO
energy relative to the best compared isomer or geometry (same formula, charge and spin)	50.2	kcal/mol

6.
Molecular formula: C9H19InNO
Method: DFT, the ωB97M-V functional and the def2-TZVPD basis

ORCA input file:
```
! wB97M-V def2-TZVPD RIJCOSX def2/J DEFGRID3
* xyz 3 1
In -6.768 3.146 15.709
C -5.176 6.363 17.010
C -5.014 6.753 15.510
C -3.644 6.267 15.068
C -3.273 6.502 13.617
C -4.406 5.861 12.760
C -5.810 6.249 13.118
N -5.968 6.113 14.594
O -7.312 6.274 15.068
C -6.004 7.745 12.623
C -6.752 5.342 12.356
C -5.025 8.292 15.664
H -5.309 5.286 17.115
H -6.088 6.679 17.516
H -4.456 6.675 17.767
H -2.743 6.617 15.573
H -3.452 5.239 15.375
H -2.288 6.048 13.505
H -3.226 7.549 13.318
H -4.185 4.801 12.887
H -4.152 5.932 11.702
H -5.747 7.900 11.576
H -7.003 8.126 12.835
H -5.403 8.420 13.233
H -6.408 5.179 11.335
H -6.652 4.333 12.756
H -7.821 5.540 12.429
H -4.846 8.822 16.600
H -6.070 8.541 15.484
H -4.400 8.774 14.912
H -7.449 7.200 14.856
*
```

Computed properties:
orbital gap	5.05	eV
molar mass	272.075	g/mol
energy relative to the best compared isomer or geometry (same formula, charge and spin)	56.4	kcal/mol

> energy relative to the best compared isomer or geometry (same formula, charge and spin) of number 1 (C3H5NO2S2)?

80.1 kcal/mol

> The lowest orbital gap belongs to which entry?

C9H19InNO

> Number 6 is which compound?

C9H19InNO

> Which of these has the highest orbital gap?

CH8NS